A structure of composition C25H23F3N5ORhS. Source: the OMol25 dataset; level of theory: the ωB97M-V functional and the def2-TZVPD basis.

Summary:
**LUMO energy**: 0.5 eV
**2S+1**: 1
**HOMO energy**: -7.38 eV

Positions of all 59 atoms, in Å:
1 Rh -1.82767 0.12877 -0.01383
2 N -3.27729 2.58277 2.98581
3 C -3.02815 1.63538 2.07224
4 O -1.96695 1.65837 1.43062
5 C -4.02671 0.54076 1.84075
6 C -3.80437 -0.02213 0.44250
7 H -2.58267 3.29054 3.15524
8 H -4.12126 2.57474 3.52722
9 H -5.04297 0.91253 2.00933
10 H -3.83291 -0.22796 2.59595
11 H -4.20355 0.66868 -0.31308
12 H -4.31364 -0.97484 0.31857
13 C 2.68990 -2.48774 -3.29028
14 C 1.21454 -2.51583 -3.16306
15 N 0.39671 -3.13244 -3.95308
16 N -0.83468 -2.86468 -3.42880
17 C -0.79894 -2.10251 -2.32622
18 S -2.16842 -1.54829 -1.50802
19 N 0.52820 -1.88780 -2.14289
20 N 1.06248 -1.25299 -1.03805
21 H 2.97172 -3.04923 -4.17657
22 H 3.17132 -2.94067 -2.42237
23 H 3.04914 -1.46208 -3.38142
24 H -1.66615 -3.20419 -3.87854
25 H 1.94535 -1.66763 -0.78130
26 H 1.07763 -0.23787 -1.14063
27 C -2.79963 -4.33858 3.60187
28 C -3.41836 -3.88794 2.41514
29 C -2.90008 -2.83010 1.72557
30 C -1.74125 -2.13987 2.17042
31 C -1.18062 -1.02321 1.48017
32 C 0.01102 -0.50870 1.92940
33 C 0.66503 -1.01741 3.06997
34 C 0.11719 -2.04924 3.77463
35 C -1.09173 -2.63666 3.33636
36 C -1.66048 -3.73138 4.03885
37 H -3.21774 -5.17548 4.14668
38 H -4.30009 -4.39411 2.04216
39 H -3.35127 -2.52065 0.79712
40 H 0.44397 0.34273 1.41256
41 H 1.59530 -0.56601 3.39428
42 H 0.59927 -2.43848 4.66362
43 H -1.15711 -4.08456 4.93167
44 F 5.61540 5.25077 -3.81945
45 C 5.38103 5.08202 -2.50750
46 F 6.46654 4.46588 -1.99210
47 F 5.34814 6.30997 -1.95131
48 C 4.12473 4.31201 -2.23907
49 C 3.72450 4.12729 -0.92027
50 C 2.57810 3.40995 -0.64050
51 C 1.80886 2.85690 -1.67276
52 C 2.22397 3.05844 -2.99179
53 C 3.37186 3.78070 -3.27436
54 C 0.63483 2.08940 -1.37563
55 C -0.37925 1.44663 -1.13849
56 H 4.31187 4.55007 -0.11489
57 H 2.25678 3.26764 0.38259
58 H 1.62853 2.64622 -3.79548
59 H 3.68000 3.93211 -4.29956

Here are the Mulliken charges for atoms 1 to 5, given in e: 0.014 -0.425 0.574 -0.555 -0.609

***

The molecule C10H14S at a distorted geometry. Source: the OMol25 dataset; level of theory: the ωB97M-V functional and the def2-TZVPD basis.

Summary:
**LUMO energy (alpha / beta)**: 0.5 / 0.6 eV
**2S+1**: 1
**HOMO energy (alpha / beta)**: -7.22 / -7.01 eV

Positions of all 25 atoms, in Å:
1 C -1.27068 0.97283 -0.08694
2 C -0.36711 0.77281 -1.13823
3 C -1.42874 0.25054 0.98458
4 C 0.70967 -0.08212 -1.20432
5 C 1.02820 -1.16380 -0.22039
6 C 0.55445 -1.31124 1.13563
7 C -0.57892 1.84252 -2.09442
8 C -2.27369 0.04645 2.13958
9 C 1.63499 -0.12077 -2.37127
10 C 1.20096 -1.30405 2.44667
11 S -0.07863 -2.56259 0.15958
12 H -2.12889 1.67309 -0.23319
13 H 2.14167 -1.38031 -0.48019
14 H 0.40115 2.17565 -2.46330
15 H -1.04715 2.70174 -1.62580
16 H -1.11010 1.58496 -2.98219
17 H -3.10502 0.79597 2.13211
18 H -1.75121 0.16171 3.07162
19 H -2.74250 -0.93900 2.01743
20 H 1.62578 0.70686 -3.06157
21 H 1.63848 -1.07356 -2.83300
22 H 2.65857 -0.08680 -1.92166
23 H 2.25450 -1.09923 2.35742
24 H 1.06380 -2.17375 3.15866
25 H 0.97041 -0.38792 3.11319

Here are the Mulliken charges for atoms 1 to 5, given in e: -0.243 1.936 -0.311 0.688 -0.567

***

A structure of composition C25H39F3FeO25 at a distorted geometry. Source: the OMol25 dataset; level of theory: the ωB97M-V functional and the def2-TZVPD basis.

Summary:
**Total charge**: +1
**LUMO energy (alpha / beta)**: -4.0 / -6.1 eV
**2S+1**: 6
**Expectation value of S²**: 8.76
**HOMO energy (alpha / beta)**: -12.02 / -12.02 eV

Positions of all 93 atoms, in Å:
1 Fe -0.74921 1.61850 -2.47964
2 C 0.58095 -0.44269 0.70273
3 C 0.25898 0.30099 -0.53934
4 O 0.77006 1.36353 -0.90630
5 O -0.63432 -0.12836 -1.24039
6 H -0.40517 -0.71526 1.07872
7 H 1.05669 0.13362 1.49622
8 H 1.03369 -1.43403 0.68337
9 C 0.62842 0.54233 -6.16938
10 C 0.18392 0.62113 -4.70343
11 O -0.96043 0.53128 -4.23963
12 O 0.84594 1.17426 -3.76928
13 H 1.22951 -0.34114 -6.38448
14 H 1.30795 1.37850 -6.33413
15 H -0.23144 0.59211 -6.83741
16 C -0.39815 0.19519 5.61730
17 C 0.93458 -0.26601 5.13190
18 O 0.57853 -0.97822 3.92962
19 C -0.70305 -1.40301 4.04352
20 O -1.37581 -2.12854 3.28246
21 O -1.24239 -0.87154 5.23082
22 F 1.55913 -1.10138 5.96096
23 H -0.76864 1.08694 5.11172
24 H -0.29868 0.35249 6.69130
25 H 1.58167 0.57469 4.88169
26 C 3.02297 4.29934 -1.51657
27 C 3.08594 5.76387 -1.08685
28 O 4.16902 6.19122 -1.96474
29 C 4.99730 5.10965 -2.06657
30 O 6.19562 5.10277 -2.34920
31 O 4.39456 4.00735 -1.57630
32 F 3.40360 5.81369 0.25079
33 H 2.62427 4.27874 -2.53083
34 H 2.39743 3.69141 -0.86296
35 H 2.16788 6.29977 -1.32783
36 C -1.47460 -2.67899 -3.45565
37 C -0.80861 -2.70922 -4.87640
38 O -1.61037 -3.76644 -5.40290
39 C -1.90663 -4.68338 -4.44616
40 O -2.39524 -5.80368 -4.66409
41 O -1.65474 -4.12486 -3.29582
42 F 0.53849 -3.07520 -4.86506
43 H -2.45164 -2.19606 -3.43907
44 H -0.89702 -2.24403 -2.63999
45 H -0.97076 -1.82790 -5.49694
46 C 3.59768 1.73218 1.35788
47 O 4.11214 0.45568 1.80548
48 C 4.46992 0.34703 3.10643
49 O 4.48407 1.29124 3.87581
50 O 4.82915 -0.90234 3.47097
51 C 5.09067 -1.18753 4.85840
52 H 2.99064 2.33298 2.03511
53 H 2.98816 1.41949 0.51005
54 H 4.39219 2.35010 0.93953
55 H 5.62080 -2.13176 4.98281
56 H 4.19972 -1.06514 5.47431
57 H 5.79251 -0.45441 5.25595
58 C -5.27857 1.96723 -3.66552
59 O -5.22301 0.77825 -2.98294
60 C -4.08951 0.31053 -2.39122
61 O -2.93779 0.84561 -2.47489
62 O -4.41328 -0.88096 -1.87366
63 C -3.65373 -1.44596 -0.83077
64 H -6.34286 2.19658 -3.61260
65 H -4.76471 1.83127 -4.61713
66 H -4.80384 2.82060 -3.18128
67 H -2.64202 -1.72163 -1.12836
68 H -4.14856 -2.37325 -0.54202
69 H -3.61913 -0.74172 0.00047
70 C 0.19145 -7.66073 4.25781
71 O 0.85687 -6.64906 3.44992
72 C 0.18163 -6.16573 2.42759
73 O -0.82734 -6.63453 1.97490
74 O 0.88578 -5.17859 1.87136
75 C 0.40692 -4.45656 0.73411
76 H -0.49950 -7.20366 4.96617
77 H 0.94180 -8.20403 4.83218
78 H -0.21865 -8.32902 3.50064
79 H 1.19298 -3.82304 0.32319
80 H -0.46846 -3.88502 1.04259
81 H 0.16210 -5.10189 -0.10952
82 C -4.62851 4.44758 0.44909
83 O -3.75558 3.65630 -0.35146
84 C -2.48051 3.32613 -0.07232
85 O -1.83432 2.57319 -0.81440
86 O -2.05832 3.93620 1.00637
87 C -0.65667 3.92699 1.31752
88 H -4.18497 5.23055 1.06418
89 H -5.12526 3.74851 1.12188
90 H -5.45277 4.84030 -0.14627
91 H -0.48721 4.28454 2.33316
92 H -0.16935 4.52088 0.54427
93 H -0.23266 2.92362 1.27799

Here are the Mulliken charges for atoms 1 to 5, given in e: 1.027 -1.342 0.840 -0.189 -0.165

***

A structure of composition C25H24BiCl5NO4SSb2 at a distorted geometry. Source: the OMol25 dataset; level of theory: the ωB97M-V functional and the def2-TZVPD basis.

Summary:
**Total charge**: +1
**LUMO energy**: -3.7 eV
**2S+1**: 1
**HOMO energy**: -10.96 eV

Positions of all 63 atoms, in Å:
1 Bi -0.71862 -1.55357 -0.95294
2 Cl -0.83446 -4.78036 5.71751
3 C -0.76637 -3.71099 4.38154
4 C -1.62425 -3.89377 3.30006
5 Cl -2.77711 -5.15906 3.30568
6 C -1.54953 -3.02214 2.21961
7 Cl -2.66474 -3.16961 0.90143
8 C -0.62368 -1.98086 2.17202
9 O -0.54186 -1.12432 1.14773
10 C 0.18872 -1.77471 3.29512
11 Cl 1.19978 -0.39248 3.30745
12 C 0.12283 -2.63239 4.38607
13 Cl 1.12290 -2.35721 5.74529
14 C -5.18181 0.17002 0.48971
15 Sb -3.13006 0.30799 -0.15862
16 C -3.32764 1.89747 -1.61781
17 C -2.32778 1.51484 1.49676
18 C -2.11448 2.91956 1.05812
19 C -3.19768 3.80051 1.06247
20 C -3.08306 5.09500 0.59092
21 C -1.86776 5.53170 0.08356
22 C -0.78070 4.67589 0.08827
23 C -0.87716 3.37433 0.58475
24 C 0.35570 2.53233 0.63861
25 Sb 0.57663 0.96487 -0.87011
26 C 2.70523 0.87722 -0.75507
27 C 0.34576 2.00990 -2.73760
28 H -5.53576 1.11764 0.88833
29 H -5.23734 -0.60105 1.25634
30 H -5.79122 -0.12524 -0.36220
31 H -4.10253 2.60034 -1.32415
32 H -3.57802 1.46404 -2.58585
33 H -2.37643 2.42481 -1.68449
34 H -1.41958 1.01300 1.81636
35 H -3.06774 1.44807 2.29314
36 H -4.14714 3.44470 1.44839
37 H -3.93749 5.75842 0.61916
38 H -1.76612 6.53882 -0.29799
39 H 0.17594 5.02507 -0.28443
40 H 0.48847 2.02676 1.59563
41 H 1.23602 3.14660 0.45080
42 H 3.11013 0.45092 -1.67014
43 H 2.99586 0.27086 0.09941
44 H 3.07201 1.89474 -0.63480
45 H 0.48970 3.07835 -2.58847
46 H -0.64131 1.83026 -3.15801
47 H 1.09647 1.61265 -3.41700
48 O 1.07255 -1.26923 -2.83276
49 C 1.83920 -1.90509 -2.07421
50 N 1.44275 -2.20251 -0.83280
51 S 2.63280 -2.98128 0.06561
52 O 2.13679 -4.25346 0.47683
53 O 3.13743 -2.07980 1.05411
54 C 3.76887 -3.04913 -1.30982
55 C 5.03681 -3.57866 -1.38913
56 C 5.71845 -3.44112 -2.59521
57 C 5.14725 -2.78564 -3.68045
58 C 3.87209 -2.24409 -3.58508
59 C 3.19531 -2.38445 -2.38653
60 H 5.49341 -4.08498 -0.54918
61 H 6.71285 -3.85703 -2.68431
62 H 5.69918 -2.69508 -4.60585
63 H 3.40158 -1.72840 -4.41176

Here are the Mulliken charges for atoms 1 to 5, given in e: 0.516 -0.168 0.247 0.026 -0.180

***

A cluster of 2 separate species, C3H8IN in total at a distorted geometry. Source: the OMol25 dataset; level of theory: the ωB97M-V functional and the def2-TZVPD basis.

Summary:
**LUMO energy**: 0.9 eV
**2S+1**: 1
**HOMO energy**: -9.26 eV
**SMILES**: C/C=N\C.I

Positions of all 13 atoms, in Å:
1 C 0.88163 1.32676 0.28148
2 C -0.22333 0.58643 -0.43210
3 N -0.42237 -0.66095 -0.48318
4 C 0.40324 -1.59291 0.11268
5 H 1.75318 0.75605 0.03284
6 H 0.95110 2.39514 -0.15851
7 H 0.82308 1.21748 1.35815
8 H -0.88304 1.23010 -1.01974
9 H 0.26338 -1.91913 1.18093
10 H 0.21218 -2.51964 -0.23357
11 H 1.51384 -1.54049 0.09377
12 I -5.30370 0.56341 0.00997
13 H -4.60422 0.74354 -1.27127

Here are the Mulliken charges for atoms 1 to 5, given in e: -0.895 0.225 -0.513 -0.962 0.296

***

A cluster of 7 separate species, C31H26Cl2F48O6 in total at a distorted geometry. Source: the OMol25 dataset; level of theory: the ωB97M-V functional and the def2-TZVPD basis.

Summary:
**LUMO energy**: 0.4 eV
**2S+1**: 1
**HOMO energy**: -10.99 eV
**SMILES**: FC(F)C(F)(F)COC(F)(F)C(F)F.FC(F)C(F)(F)COC(F)(F)C(F)F.FC(F)C(F)(F)COC(F)(F)C(F)F.FC(F)C(F)(F)COC(F)(F)C(F)F.FC(F)C(F)(F)COC(F)(F)C(F)F.FC(F)C(F)(F)COC(F)(F)C(F)F.ClCCl

Positions of all 113 atoms, in Å:
1 F 4.01554 -0.68277 0.28521
2 C 5.03811 -1.27048 0.90777
3 F 5.97433 -0.34319 1.01276
4 C 4.69631 -2.00855 2.23093
5 F 3.72579 -2.89065 2.05564
6 F 4.21923 -1.05566 3.03650
7 C 5.87967 -2.73063 2.91283
8 O 6.55158 -3.64955 2.00916
9 C 6.55953 -5.09110 2.30402
10 F 7.19483 -5.35844 3.46533
11 F 5.31781 -5.53482 2.35751
12 C 7.28832 -5.76227 1.12463
13 F 7.55387 -7.08087 1.42107
14 F 6.61307 -5.67998 -0.06930
15 H 5.38162 -2.04201 0.21869
16 H 5.52430 -3.30497 3.76836
17 H 6.54532 -1.92749 3.22903
18 H 8.17914 -5.16601 0.92707
19 F -5.92423 2.71352 1.03603
20 C -4.91203 2.06951 1.55841
21 F -5.39923 1.28110 2.44692
22 C -3.93053 1.47961 0.52754
23 F -4.28101 0.24631 0.24487
24 F -2.67677 1.38900 0.95250
25 C -4.04618 2.28734 -0.74301
26 O -3.91301 3.69485 -0.48169
27 C -3.73858 4.53775 -1.62373
28 F -2.51786 4.33476 -2.09431
29 F -4.53475 4.06837 -2.58918
30 C -4.06141 5.97712 -1.19369
31 F -3.28328 6.38420 -0.19586
32 F -4.02005 6.89098 -2.16574
33 H -4.46774 2.84530 2.18199
34 H -4.97987 2.11458 -1.27824
35 H -3.23715 1.96774 -1.39986
36 H -5.07957 5.97008 -0.80458
37 F 3.43622 -2.72181 7.82388
38 C 4.15871 -1.84356 7.12289
39 F 4.84832 -2.45597 6.13296
40 C 3.24409 -0.72865 6.67137
41 F 4.03488 0.16810 6.09650
42 F 2.69566 -0.17371 7.79435
43 C 2.14559 -1.29359 5.71551
44 O 1.20032 -0.28998 5.24284
45 C 0.22334 -0.73170 4.31707
46 F 0.81307 -1.16052 3.19442
47 F -0.31622 -1.76586 4.86074
48 C -0.80000 0.43592 4.02427
49 F -1.85715 0.03823 3.28952
50 F -1.22269 1.11046 5.08796
51 H 4.95182 -1.42531 7.74268
52 H 1.70887 -2.16959 6.19511
53 H 2.69167 -1.64283 4.83920
54 H -0.37113 1.22727 3.40950
55 F 1.04064 0.74030 -5.57636
56 C 0.40428 0.51424 -4.38734
57 F 1.26223 0.43363 -3.36943
58 C -0.69597 1.57540 -4.03420
59 F -0.21345 2.79594 -3.67892
60 F -1.33598 1.08533 -2.96591
61 C -1.69999 1.94947 -5.12959
62 O -2.36390 0.78520 -5.66738
63 C -2.62172 0.73198 -7.05540
64 F -3.28239 1.79786 -7.37568
65 F -1.43199 0.83033 -7.63052
66 C -3.33553 -0.55117 -7.48014
67 F -4.40333 -0.83360 -6.80642
68 F -3.59812 -0.46729 -8.78097
69 H -0.06060 -0.46826 -4.46914
70 H -1.23465 2.52199 -5.93195
71 H -2.49777 2.57774 -4.73345
72 H -2.67247 -1.41043 -7.37962
73 F -3.81809 -0.21560 -2.64946
74 C -3.81415 -1.52115 -2.37157
75 F -5.10363 -1.98443 -2.14014
76 C -3.06425 -2.34578 -3.36829
77 F -1.89531 -1.81030 -3.37216
78 F -3.60348 -2.19062 -4.56067
79 C -2.91041 -3.84903 -2.99350
80 O -2.26960 -4.62997 -4.01412
81 C -1.02940 -5.27533 -3.70836
82 F -0.19005 -4.33830 -3.36574
83 F -1.18600 -6.11474 -2.70985
84 C -0.60892 -6.04122 -4.92703
85 F 0.61639 -6.57546 -4.89380
86 F -1.53391 -6.84568 -5.40578
87 H -3.25830 -1.61584 -1.43874
88 H -3.88836 -4.31881 -2.88857
89 H -2.33315 -3.92033 -2.07166
90 H -0.59548 -5.21849 -5.64191
91 F -0.71154 7.01280 1.24079
92 C -0.88985 6.51063 2.45409
93 F -1.52784 7.31779 3.28341
94 C -1.56805 5.15944 2.46606
95 F -2.82657 5.25476 2.07442
96 F -1.56802 4.72993 3.68998
97 C -0.79705 4.10583 1.64490
98 O 0.40813 3.71293 2.30669
99 C 1.38246 2.89379 1.68795
100 F 0.80056 1.76309 1.29571
101 F 1.96548 3.48212 0.59756
102 C 2.51280 2.61544 2.71265
103 F 1.99230 2.07471 3.84333
104 F 3.48365 1.77383 2.36076
105 H 0.09676 6.40431 2.90508
106 H -0.60516 4.50138 0.64750
107 H -1.36069 3.17337 1.61443
108 H 2.98761 3.56519 2.95886
109 Cl 0.83915 -2.25811 -1.45712
110 C 0.63855 -0.94007 -0.31162
111 Cl -1.10008 -0.52798 -0.18715
112 H 0.99089 -1.27156 0.66515
113 H 1.24337 -0.10098 -0.65547

Here are the Mulliken charges for atoms 1 to 5, given in e: -0.140 -0.073 -0.297 1.158 -0.336